DFT (ωB97M-V with the def2-TZVPD basis set) results for one molecule with the formula C7H9FOS.

The geometry in XYZ format:
```
19
Properties=species:S:1:pos:R:3:mulliken_charge:R:1
C -2.190 -0.964 0.908 -0.186
C -1.992 -0.618 -0.353 -0.565
C -0.042 -1.046 1.797 -0.649
C -1.274 -1.150 1.989 0.611
C 2.574 2.269 -0.896 -0.848
C -0.602 -0.380 -1.079 -0.465
C 0.184 0.648 -0.372 -0.437
O 2.270 -0.066 -1.949 -0.622
F -1.949 -1.796 3.038 -0.274
S 1.934 0.701 -0.753 0.790
H -3.322 -1.142 1.139 0.224
H -2.765 -0.583 -1.059 0.410
H 0.862 -1.093 2.331 0.331
H 3.032 2.572 -1.878 0.301
H 1.907 2.917 -0.300 0.264
H -0.071 -1.385 -1.049 0.279
H -0.902 -0.118 -2.138 0.374
H -0.115 1.462 0.328 0.344
H 2.461 -0.231 0.297 0.119
```

Summary:
Largest force on an atom   0.09646 hartree/bohr
E_LUMO   -2.29 eV
Energy relative to the best compared isomer or geometry (same formula, charge and spin)   175.3 kcal/mol

=====

DFT (ωB97M-V with the def2-TZVPD basis set) results for a 9-piece molecular cluster, C17H48B3Br2FN16O13 overall.

The geometry in XYZ format:
```
100
Properties=species:S:1:pos:R:3:mulliken_charge:R:1
C -0.661 -0.547 4.039 -0.753
C 0.611 -0.498 4.842 -0.484
O 1.558 -1.401 4.241 -0.102
C 2.832 -1.318 4.670 0.406
O 3.385 -0.276 4.908 -0.639
C 3.463 -2.669 4.736 -0.616
C 3.552 -3.239 3.309 -0.296
C 4.646 -2.553 2.500 -0.660
B 4.754 -3.041 1.032 0.082
O 3.739 -3.713 0.362 -0.318
B 3.464 -3.127 -0.854 0.587
F 2.225 -3.073 -1.276 -0.218
O 4.464 -2.589 -1.622 -0.466
B 5.497 -2.043 -0.872 0.171
C 6.134 -0.683 -1.350 -0.501
Br 4.763 0.683 -1.118 -0.139
C 7.438 -0.256 -0.719 0.162
C 8.512 -1.293 -0.950 -1.422
Br 7.302 0.136 1.180 -0.115
O 5.880 -2.724 0.248 -0.024
H -0.593 0.089 3.167 0.294
H -1.493 -0.257 4.666 0.067
H -0.849 -1.568 3.720 0.338
H 1.017 0.505 4.870 0.353
H 0.443 -0.842 5.857 0.304
H 4.447 -2.536 5.165 0.398
H 2.826 -3.300 5.338 0.276
H 3.732 -4.305 3.387 0.365
H 2.587 -3.066 2.851 0.323
H 5.609 -2.710 2.979 0.254
H 4.470 -1.479 2.445 0.327
H 6.313 -0.753 -2.419 0.455
H 7.747 0.675 -1.172 0.526
H 8.570 -1.534 -2.008 0.354
H 9.472 -0.878 -0.670 0.426
H 8.353 -2.184 -0.356 0.323
N 1.313 4.171 -2.657 -0.283
C 1.452 4.197 -1.303 0.582
N 2.495 3.431 -0.839 -0.206
O 0.726 4.834 -0.559 -0.671
H 1.877 3.611 -3.268 0.146
H 0.566 4.700 -3.066 0.168
H 2.650 3.397 0.151 0.143
H 3.099 2.915 -1.450 0.070
N -1.225 0.889 -4.763 -0.201
C -0.059 1.465 -4.403 0.790
N 0.559 0.897 -3.318 -0.250
O 0.409 2.444 -4.983 -0.728
H -1.640 0.114 -4.273 0.173
H -1.717 1.282 -5.547 0.098
H 1.419 1.298 -3.003 0.031
H 0.180 0.111 -2.824 0.156
N -5.165 1.228 -2.591 -0.219
C -4.383 0.110 -2.594 0.548
N -4.599 -0.747 -1.565 -0.278
O -3.530 -0.054 -3.459 -0.714
H -5.882 1.424 -1.918 0.225
H -5.026 1.889 -3.332 0.090
H -4.021 -1.563 -1.500 0.160
H -5.258 -0.573 -0.826 0.173
N -7.622 5.075 -4.061 -0.407
C -6.616 4.640 -3.244 0.685
N -5.459 5.364 -3.293 -0.383
O -6.742 3.663 -2.524 -0.653
H -7.539 5.868 -4.666 0.160
H -8.479 4.555 -4.049 0.220
H -4.701 5.062 -2.709 0.216
H -5.329 6.162 -3.884 0.160
N 0.597 -6.419 3.518 -0.427
C 1.627 -6.217 4.393 0.765
N 2.559 -7.218 4.454 -0.411
O 1.715 -5.207 5.069 -0.659
H 0.508 -7.236 2.945 0.151
H -0.087 -5.690 3.441 0.218
H 3.323 -7.094 5.090 0.213
H 2.510 -8.055 3.905 0.157
N -3.347 0.939 7.649 -0.445
C -3.640 0.942 6.314 0.726
N -4.050 2.140 5.802 -0.268
O -3.535 -0.059 5.623 -0.651
H -3.419 1.749 8.234 0.149
H -3.040 0.073 8.050 0.225
H -4.260 2.173 4.822 0.193
H -4.135 2.975 6.348 0.157
N -4.183 1.023 3.002 -0.280
C -4.346 0.713 1.684 0.635
N -3.996 1.697 0.808 -0.302
O -4.771 -0.376 1.318 -0.678
H -3.837 1.909 3.322 0.099
H -4.446 0.326 3.673 0.159
H -4.073 1.501 -0.174 0.064
H -3.645 2.592 1.098 0.163
N -1.168 1.338 -8.722 -0.351
C -2.534 1.334 -8.750 0.665
N -3.099 0.855 -9.903 -0.403
O -3.206 1.731 -7.815 -0.626
H -0.595 1.018 -9.478 0.161
H -0.725 1.689 -7.891 0.186
H -4.100 0.839 -9.949 0.221
H -2.567 0.524 -10.684 0.154
```

Summary:
Largest force on an atom   0.02159 hartree/bohr
E_LUMO   0.34 eV
SMILES   CCOC(=O)CCCB1OB(F)OB([C@@H](Br)[C@H](C)Br)O1.NC(N)=O.NC(N)=O.NC(N)=O.NC(N)=O.NC(N)=O.NC(N)=O.NC(N)=O.NC(N)=O

=====

DFT (ωB97M-V with the def2-TZVPD basis set) results for C16H27Cl21IP as an isolated structure.

The geometry in XYZ format:
```
66
Properties=species:S:1:pos:R:3:mulliken_charge:R:1
C -5.691 -0.652 0.642 -1.518
C -4.411 -0.665 -0.218 1.100
C -3.895 -2.083 -0.415 -0.775
C -2.663 -2.224 -1.329 -0.218
C -1.730 -1.019 -1.403 -0.001
C -0.796 -0.899 -0.184 -0.935
P -0.149 0.813 -0.015 0.291
C -1.209 1.680 1.269 -0.709
I 0.000 2.142 2.993 0.062
C -1.835 2.966 0.738 -0.551
C -3.039 2.701 -0.161 -0.907
H -6.360 0.161 0.367 0.388
H -5.455 -0.572 1.704 0.328
H -6.217 -1.599 0.511 0.411
H -4.659 -0.204 -1.178 0.231
H -3.658 -0.045 0.272 -0.745
H -3.735 -2.542 0.564 0.339
H -4.711 -2.654 -0.868 0.409
H -2.065 -3.054 -0.936 0.265
H -2.958 -2.528 -2.335 -0.472
H -2.249 -0.080 -1.600 0.006
H -1.085 -1.174 -2.271 0.335
H 0.086 -1.512 -0.391 0.495
H -1.246 -1.314 0.723 0.499
H 1.057 0.640 0.687 -0.217
H -1.965 0.974 1.613 0.512
H -1.090 3.537 0.184 0.283
H -2.160 3.565 1.590 0.493
H -3.865 2.260 0.398 0.345
H -2.776 2.071 -1.012 0.027
H -3.383 3.651 -0.574 0.367
C 2.828 -0.879 4.271 0.208
Cl 2.472 -1.105 2.560 -0.039
Cl 1.538 -1.547 5.272 -0.125
Cl 4.383 -1.599 4.687 -0.118
H 2.885 0.185 4.461 0.052
C 5.160 -1.002 -0.091 0.190
Cl 5.992 -2.251 -1.028 -0.155
Cl 6.107 0.482 -0.047 -0.125
Cl 3.549 -0.700 -0.736 -0.041
H 5.050 -1.365 0.924 0.130
C -0.548 4.091 -3.952 -0.075
Cl -0.308 2.980 -2.602 -0.030
Cl -2.077 4.962 -3.784 -0.142
Cl 0.802 5.220 -4.093 -0.131
H -0.595 3.511 -4.864 0.290
C 2.569 5.572 3.485 -0.104
Cl 3.091 4.013 4.131 -0.073
Cl 2.335 5.479 1.740 -0.077
Cl 1.101 6.122 4.291 -0.106
H 3.352 6.291 3.682 0.353
C 4.831 -1.740 -4.714 0.549
Cl 6.168 -1.084 -5.659 -0.133
Cl 3.571 -0.531 -4.481 -0.083
Cl 4.178 -3.193 -5.474 -0.128
H 5.212 -2.013 -3.739 -0.202
C -3.113 -1.245 -5.540 -0.031
Cl -3.699 -2.652 -4.648 -0.157
Cl -4.052 0.189 -5.127 -0.117
Cl -1.395 -0.974 -5.250 -0.098
H -3.243 -1.442 -6.596 0.377
C 5.170 -5.271 6.613 0.020
Cl 3.718 -4.288 6.457 -0.055
Cl 6.557 -4.267 7.050 -0.125
Cl 4.943 -6.571 7.784 -0.128
H 5.376 -5.720 5.651 0.289
```

Summary:
Largest force on an atom   0.01592 hartree/bohr
E_LUMO   0.31 eV

=====

DFT (ωB97M-V with the def2-TZVPD basis set) results for a 10-piece molecular cluster, C48H120B4F16N6O6 overall.

The geometry in XYZ format:
```
200
Properties=species:S:1:pos:R:3:mulliken_charge:R:1
C 4.406 -27.786 11.523 -1.446
C 3.098 -28.455 11.019 -0.700
N 1.905 -27.579 11.047 1.153
C 1.607 -27.190 12.446 -0.646
C 2.166 -26.354 10.226 0.025
C 2.840 -26.564 8.929 -1.494
C 0.636 -28.274 10.464 -0.229
C 0.437 -29.738 10.643 -0.973
O 0.697 -30.078 12.013 -0.244
C 0.381 -31.428 12.251 -0.772
H 4.315 -27.618 12.583 0.412
H 4.642 -26.832 11.049 0.329
H 5.176 -28.471 11.288 0.446
H 2.869 -29.340 11.612 0.334
H 3.171 -28.799 9.993 0.603
H 2.579 -27.021 12.907 0.389
H 1.147 -27.994 12.966 0.202
H 1.021 -26.229 12.457 0.103
H 2.785 -25.759 10.882 0.674
H 1.165 -25.902 10.062 -0.176
H 3.823 -27.030 8.883 0.346
H 2.859 -25.623 8.369 0.436
H 2.294 -27.177 8.129 0.246
H 0.654 -28.071 9.411 0.227
H -0.199 -27.723 10.896 0.058
H 1.114 -30.269 10.007 0.558
H -0.639 -29.919 10.381 0.279
H -0.694 -31.621 12.233 0.185
H 0.707 -31.769 13.237 0.291
H 0.853 -32.157 11.545 0.310
C -7.305 -29.110 14.048 -1.591
C -5.930 -28.505 13.924 1.001
N -5.347 -27.852 15.108 0.790
C -5.276 -28.809 16.315 -1.282
C -3.912 -27.432 14.728 0.740
C -2.807 -28.473 14.868 -1.543
C -6.119 -26.664 15.517 -1.384
C -6.424 -25.583 14.437 0.389
O -7.492 -26.101 13.674 -0.266
C -8.045 -25.015 12.821 -0.548
H -7.566 -29.672 14.983 0.211
H -7.537 -29.734 13.186 0.422
H -8.082 -28.337 13.910 0.369
H -6.043 -27.737 13.160 -1.199
H -5.145 -29.201 13.587 0.693
H -6.217 -29.233 16.507 0.379
H -4.807 -28.295 17.089 0.355
H -4.698 -29.583 15.878 0.573
H -3.656 -26.534 15.375 0.354
H -3.869 -26.990 13.690 -0.442
H -1.856 -28.079 14.460 0.265
H -3.053 -29.403 14.334 0.348
H -2.533 -28.761 15.901 0.417
H -5.510 -26.152 16.299 0.559
H -7.044 -26.995 15.953 0.357
H -5.558 -25.342 13.780 -0.381
H -6.792 -24.642 14.949 0.704
H -7.335 -24.723 12.017 0.111
H -8.317 -24.113 13.420 0.378
H -8.959 -25.501 12.404 0.237
C -4.425 -20.568 6.755 -1.317
C -5.261 -20.950 7.965 0.035
N -4.692 -21.667 9.168 1.021
C -4.505 -23.088 8.756 1.423
C -3.377 -21.046 9.501 -0.372
C -3.373 -19.489 9.682 -1.547
C -5.706 -21.528 10.311 -0.335
C -5.209 -21.913 11.671 -1.255
O -4.822 -23.235 11.725 0.525
C -3.874 -23.330 12.764 -0.901
H -5.094 -20.114 5.965 0.147
H -3.823 -21.334 6.333 -0.110
H -3.817 -19.722 6.985 0.565
H -6.053 -21.586 7.622 -0.281
H -5.599 -19.961 8.336 0.762
H -3.881 -23.010 7.838 -0.417
H -5.525 -23.510 8.601 -0.500
H -3.935 -23.671 9.545 -0.625
H -2.846 -21.254 8.626 0.066
H -2.931 -21.669 10.303 0.515
H -3.624 -19.073 8.726 0.269
H -2.359 -19.222 9.906 0.510
H -4.077 -19.103 10.457 0.282
H -6.562 -22.066 9.997 -0.076
H -6.038 -20.492 10.336 0.659
H -6.051 -21.729 12.285 0.562
H -4.405 -21.190 12.005 0.451
H -2.933 -22.885 12.436 0.352
H -3.806 -24.429 12.933 -0.217
H -4.211 -22.822 13.698 0.431
C -2.426 -26.201 3.242 -1.289
C -1.439 -25.546 4.275 0.133
N -0.628 -24.432 3.738 0.739
C 0.082 -24.841 2.470 -1.200
C -1.469 -23.190 3.497 0.375
C -0.834 -21.884 3.115 -1.976
C 0.550 -24.125 4.654 -1.216
C 0.254 -23.796 6.102 0.176
O -0.287 -22.535 6.204 -0.225
C -0.466 -22.020 7.523 -0.453
H -2.965 -26.990 3.770 0.341
H -2.015 -26.633 2.329 0.411
H -3.228 -25.516 2.961 0.262
H -0.678 -26.177 4.616 0.625
H -2.055 -25.147 5.073 -0.473
H 0.902 -24.151 2.361 0.470
H -0.506 -24.731 1.581 0.343
H 0.423 -25.850 2.552 0.435
H -1.925 -23.081 4.464 -0.455
H -2.242 -23.362 2.761 0.720
H -0.186 -21.506 3.891 0.291
H -1.643 -21.256 2.857 0.570
H -0.241 -21.976 2.245 0.401
H 0.882 -23.201 4.232 0.560
H 1.265 -25.023 4.629 0.350
H 1.169 -23.794 6.692 0.530
H -0.384 -24.564 6.517 -0.086
H 0.457 -21.964 8.121 0.302
H -1.233 -22.509 8.084 -0.023
H -0.788 -21.003 7.352 0.307
C -7.619 -20.254 4.235 -0.942
C -8.997 -20.701 3.948 -0.623
N -9.702 -21.751 4.872 0.294
C -9.756 -21.101 6.238 -1.021
C -11.098 -21.837 4.387 -0.404
C -12.026 -22.848 4.956 -1.358
C -8.956 -22.997 4.973 1.342
C -8.876 -23.805 3.768 -1.788
O -10.090 -24.444 3.583 -0.173
C -10.144 -25.219 2.414 -1.022
H -7.549 -19.520 5.045 0.346
H -7.087 -19.827 3.378 0.497
H -6.899 -21.059 4.471 -0.089
H -9.218 -21.010 2.932 0.591
H -9.687 -19.891 4.116 0.533
H -10.264 -21.781 6.943 0.470
H -10.289 -20.194 6.098 0.453
H -8.725 -20.975 6.576 0.150
H -10.901 -22.111 3.384 0.507
H -11.566 -20.861 4.472 0.545
H -11.738 -23.917 4.857 0.180
H -13.046 -22.783 4.523 0.442
H -12.221 -22.562 5.995 0.390
H -9.329 -23.547 5.832 0.344
H -7.991 -22.619 5.256 -0.866
H -7.983 -24.407 3.954 0.621
H -8.666 -23.261 2.835 0.492
H -9.287 -25.860 2.294 0.349
H -10.160 -24.599 1.516 0.352
H -11.008 -25.884 2.362 0.268
C -5.371 -26.577 10.682 -0.498
C -5.414 -26.253 9.173 1.031
N -5.323 -27.437 8.260 1.716
C -5.365 -26.916 6.856 -0.654
C -3.968 -28.086 8.553 0.387
C -3.511 -29.296 7.673 -1.551
C -6.431 -28.416 8.521 -0.653
C -7.852 -27.880 8.576 -0.941
O -8.153 -27.087 7.486 -0.155
C -9.568 -27.125 7.141 -0.797
H -5.083 -25.628 11.137 -0.549
H -4.570 -27.282 10.798 -0.457
H -6.310 -26.944 11.004 0.944
H -4.516 -25.642 8.994 -0.761
H -6.285 -25.712 8.863 0.188
H -4.333 -26.564 6.576 -0.071
H -6.035 -26.007 6.798 -0.446
H -5.717 -27.667 6.164 0.637
H -3.978 -28.332 9.600 -0.398
H -3.257 -27.273 8.446 0.078
H -2.576 -29.602 8.104 0.392
H -3.427 -29.006 6.599 0.165
H -4.213 -30.106 7.898 0.446
H -6.217 -28.902 9.421 0.396
H -6.320 -29.145 7.722 0.557
H -8.064 -27.264 9.462 0.068
H -8.580 -28.737 8.638 0.696
H -9.506 -26.502 6.229 0.026
H -10.130 -26.678 7.937 0.330
H -9.876 -28.172 7.077 0.450
B -8.551 -23.644 8.583 -0.527
F -8.957 -22.450 9.150 -0.415
F -7.675 -23.313 7.552 0.114
F -7.982 -24.351 9.618 0.195
F -9.650 -24.265 7.954 -0.281
B -1.576 -25.128 10.313 -0.695
F -2.750 -25.847 10.386 0.189
F -1.897 -23.776 10.377 0.418
F -0.759 -25.505 11.379 -0.058
F -0.843 -25.410 9.107 -0.541
B -3.564 -30.125 11.654 0.007
F -2.942 -28.893 11.886 -0.003
F -4.892 -29.838 11.441 -0.189
F -2.918 -30.764 10.564 -0.402
F -3.457 -30.880 12.788 -0.291
B -4.788 -23.828 4.927 0.021
F -5.908 -23.206 5.485 0.247
F -3.813 -23.898 5.967 -0.070
F -5.034 -25.129 4.473 -0.357
F -4.191 -22.932 3.949 -0.332
```

Summary:
Largest force on an atom   0.06843 hartree/bohr
E_LUMO   -3.19 eV
Charge   +2

=====

One value per record, in order, for frontier orbital gap: 6.03, 9.35, 8.77, 9.75 eV.